{"formula": "C21H44B5F3O14S", "method": "the ωB97M-V functional and the def2-TZVPD basis", "orbital_gap_ev": 9.1, "e_tot_ev": -73533.8449, "charge": 0, "max_force_ev_per_a": 3.15, "elements": ["S", "F", "F", "F", "O", "O", "O", "O", "O", "O", "O", "O", "O", "O", "O", "O", "O", "O", "C", "C", "C", "C", "C", "C", "C", "C", "C", "C", "C", "C", "C", "C", "C", "C", "C", "C", "C", "C", "C", "B", "B", "B", "B", "B", "H", "H", "H", "H", "H", "H", "H", "H", "H", "H", "H", "H", "H", "H", "H", "H", "H", "H", "H", "H", "H", "H", "H", "H", "H", "H", "H", "H", "H", "H", "H", "H", "H", "H", "H", "H", "H", "H", "H", "H", "H", "H", "H", "H"], "coordinates": [[5.238, 4.684, 0.080], [5.637, 6.545, 1.904], [7.438, 5.857, 0.995], [6.146, 7.115, -0.140], [1.864, -0.121, 0.830], [2.601, 4.955, 1.247], [-10.037, -0.659, -1.957], [6.179, 3.580, 0.103], [4.754, 4.986, -1.253], [-0.823, 5.332, -1.023], [2.153, 0.156, -3.244], [3.877, 3.067, 1.903], [-3.028, 2.237, 1.473], [5.543, -1.534, -0.556], [5.123, -5.487, 2.256], [-1.060, 3.093, -0.209], [-5.395, -1.013, -1.290], [1.514, 2.877, 2.018], [4.638, -4.160, 4.165], [1.080, -0.355, -3.462], [-6.823, 0.119, -2.816], [5.994, -3.867, -0.450], [0.024, 4.844, 1.369], [-5.495, -0.403, -2.332], [7.837, -2.080, -0.282], [-3.347, 1.365, 2.253], [6.179, 6.152, 0.756], [-12.120, -1.352, -1.048], [5.192, -5.371, 3.458], [-10.706, -1.571, -1.529], [-4.290, -0.133, -3.199], [6.372, -2.409, -0.441], [0.095, -0.624, -2.351], [0.666, -0.751, -4.859], [-10.164, -2.976, -1.451], [3.827, 0.790, -0.594], [-2.976, 1.447, 3.710], [5.837, -6.431, 4.316], [-4.127, 0.162, 1.801], [2.713, 2.303, 1.556], [2.790, 0.910, 0.584], [1.445, 4.190, 1.549], [3.757, 4.226, 1.188], [-0.649, 4.388, -0.003], [0.515, -0.295, -1.403], [8.408, -2.514, -1.104], [-12.812, -1.953, -1.638], [-3.878, 1.453, 4.324], [-4.321, 0.234, 0.734], [4.859, 0.908, -0.259], [3.861, -4.461, 4.870], [-7.069, -0.326, -3.782], [-6.783, 1.205, -2.914], [-12.203, -1.629, 0.004], [-4.429, -0.587, -4.182], [-0.238, -0.211, -5.147], [1.463, -0.502, -5.557], [6.191, -7.242, 3.684], [-10.775, -3.646, -2.059], [6.488, -4.375, -1.281], [-10.166, -3.321, -0.416], [-3.555, -0.747, 1.993], [6.684, -6.009, 4.859], [-9.143, -2.992, -1.826], [-12.381, -0.302, -1.159], [-5.079, 0.114, 2.331], [-0.117, -1.694, -2.291], [-0.584, 4.399, 2.172], [-2.355, 0.593, 3.983], [-3.405, -0.561, -2.734], [-7.601, -0.143, -2.104], [6.284, -4.334, 0.491], [-0.833, -0.079, -2.534], [-1.862, 2.862, 0.290], [4.205, -3.481, 3.433], [2.283, -0.826, 1.333], [3.614, 1.515, -1.392], [-2.417, 2.363, 3.893], [7.969, -1.000, -0.292], [0.479, -1.825, -4.903], [8.207, -2.474, 0.666], [5.111, -6.828, 5.028], [4.918, -3.961, -0.569], [3.674, -0.197, -1.022], [0.005, 5.557, -1.453], [-4.145, 0.943, -3.312], [0.026, 5.924, 1.521], [5.435, -3.642, 4.701]]}

=====

{"formula": "C30H29F5N7O3SV", "method": "the ωB97M-V functional and the def2-TZVPD basis", "orbital_gap_ev": [4.7, 7.7], "relative_energy_kcal_mol": 5.3, "e_tot_ev": -98269.8639, "multiplicity": 4, "s2": 3.789, "charge": -1, "max_force_ev_per_a": 0.16, "elements": ["V", "S", "F", "F", "F", "F", "F", "O", "O", "O", "N", "N", "N", "N", "N", "N", "N", "C", "C", "C", "C", "C", "C", "C", "C", "C", "C", "C", "C", "C", "C", "C", "C", "C", "C", "C", "C", "C", "C", "C", "C", "C", "C", "C", "C", "C", "C", "H", "H", "H", "H", "H", "H", "H", "H", "H", "H", "H", "H", "H", "H", "H", "H", "H", "H", "H", "H", "H", "H", "H", "H", "H", "H", "H", "H", "H"], "coordinates": [[-0.679, 0.340, 0.987], [2.347, 1.941, -1.808], [-0.822, 3.288, 1.591], [-2.864, 2.919, -0.140], [-1.856, 2.066, 3.100], [-3.427, 3.747, 1.777], [-3.932, 1.701, 1.308], [-0.780, -0.632, 2.623], [1.200, 0.974, 1.749], [-1.675, -2.398, 3.671], [0.137, 0.082, -0.811], [0.162, -2.289, 0.161], [-2.408, -0.766, 0.586], [3.336, -1.598, 0.139], [-0.151, 1.395, -0.892], [2.334, -0.150, 3.310], [0.325, 3.563, -1.143], [1.270, 5.279, -2.659], [-4.362, -2.807, 0.432], [-2.979, 2.624, 1.171], [-3.765, -0.108, -2.770], [0.762, -4.531, -1.346], [-2.608, -1.670, 1.607], [4.077, -1.321, -0.929], [1.163, 4.742, -1.238], [1.529, 0.852, 2.933], [0.589, -0.520, -3.139], [-1.634, 2.150, 1.732], [0.429, -0.793, -1.684], [5.030, -0.319, -0.966], [1.077, 1.801, 4.002], [-3.180, -0.884, -0.541], [-1.679, -1.600, 2.736], [3.516, -0.857, 1.230], [0.429, -4.651, -0.011], [-3.577, -2.673, 1.542], [0.466, -2.174, -1.134], [5.221, 0.439, 0.178], [-4.169, -1.902, -0.667], [-4.721, -1.112, -2.899], [0.133, -3.495, 0.704], [2.654, -1.245, 2.410], [4.456, 0.163, 1.298], [0.777, -3.271, -1.927], [0.781, 2.293, -1.267], [-4.914, -1.992, -1.847], [-3.012, 0.008, -1.615], [1.021, -3.140, -2.972], [-5.660, -2.777, -1.922], [0.313, 0.509, -3.351], [0.724, 5.495, -0.580], [-0.054, -1.196, -3.708], [5.580, -0.120, -1.875], [3.181, -1.993, 3.007], [4.560, 0.747, 2.203], [1.741, -1.697, 2.025], [0.283, 5.527, -3.055], [-5.118, -3.579, 0.358], [-3.609, 0.600, -3.575], [2.157, 4.499, -0.858], [1.002, -5.407, -1.937], [1.725, 4.525, -3.300], [-0.139, -3.541, 1.755], [1.908, 2.094, 4.645], [1.890, 6.179, -2.681], [0.630, 2.675, 3.540], [0.392, -5.615, 0.478], [1.625, -0.654, -3.456], [-2.289, 0.807, -1.523], [3.888, -1.931, -1.809], [-0.540, 3.642, -0.631], [-3.659, -3.334, 2.395], [-5.310, -1.199, -3.804], [2.492, -0.271, 4.295], [0.313, 1.299, 4.599], [5.944, 1.245, 0.192]]}

=====

{"formula": "C9H13CdNO3S", "method": "the ωB97M-V functional and the def2-TZVPD basis", "orbital_gap_ev": 3.7, "e_tot_ev": -32570.2858, "charge": -2, "max_force_ev_per_a": 7.02, "elements": ["Cd", "S", "O", "O", "O", "N", "C", "C", "C", "C", "C", "C", "C", "C", "C", "H", "H", "H", "H", "H", "H", "H", "H", "H", "H", "H", "H", "H"], "coordinates": [[-0.235, -0.054, 0.047], [2.552, 0.894, 0.218], [1.869, 1.571, -0.911], [3.264, -0.240, -0.333], [1.416, 0.363, 1.273], [-0.182, -1.954, 0.770], [-2.599, 0.133, -0.011], [-0.181, -1.487, -1.572], [-1.412, -3.517, -0.618], [-1.274, 1.988, -0.493], [-2.131, 0.683, 1.238], [3.778, 2.122, 0.994], [-1.312, 1.830, 0.935], [-2.060, 0.937, -1.079], [-0.598, -2.386, -0.449], [-0.408, -2.454, 1.590], [-0.722, 2.741, -1.032], [4.574, 2.331, 0.258], [4.220, 1.668, 1.894], [-0.799, 2.447, 1.656], [3.257, 3.055, 1.255], [-1.680, -3.847, -1.611], [-2.341, 0.289, 2.219], [-3.180, -0.766, -0.128], [-1.721, -4.089, 0.247], [-2.215, 0.768, -2.133], [-0.780, -1.503, -2.470], [0.900, -1.522, -1.754]]}

=====

{"formula": "C36H81N3O6", "method": "the ωB97M-V functional and the def2-TZVPD basis", "smiles": "CCN(CC)CC.CCN(CC)CC.CCN(CC)CC.CC(C)=O.CC(C)=O.CC(C)=O.CC(C)=O.CC(C)=O.CC(C)=O", "orbital_gap_ev": 8.2, "relative_energy_kcal_mol": 35.2, "e_tot_ev": -55398.1389, "charge": 0, "max_force_ev_per_a": 2.54, "elements": ["O", "O", "O", "O", "O", "O", "N", "N", "N", "C", "C", "C", "C", "C", "C", "C", "C", "C", "C", "C", "C", "C", "C", "C", "C", "C", "C", "C", "C", "C", "C", "C", "C", "C", "C", "C", "C", "C", "C", "C", "C", "C", "C", "C", "C", "H", "H", "H", "H", "H", "H", "H", "H", "H", "H", "H", "H", "H", "H", "H", "H", "H", "H", "H", "H", "H", "H", "H", "H", "H", "H", "H", "H", "H", "H", "H", "H", "H", "H", "H", "H", "H", "H", "H", "H", "H", "H", "H", "H", "H", "H", "H", "H", "H", "H", "H", "H", "H", "H", "H", "H", "H", "H", "H", "H", "H", "H", "H", "H", "H", "H", "H", "H", "H", "H", "H", "H", "H", "H", "H", "H", "H", "H", "H", "H", "H"], "coordinates": [[-1.897, 5.665, 5.413], [3.557, 1.350, 4.175], [-3.423, 4.716, 0.961], [0.023, -3.746, 0.595], [-0.050, 8.112, 0.987], [3.805, -2.189, 3.209], [-2.326, -3.815, -3.770], [-0.423, 0.993, 2.011], [3.597, -3.491, -3.461], [-0.181, 7.129, 4.660], [-1.303, -3.209, -5.977], [-3.660, 5.436, -1.282], [-2.546, -0.217, 1.807], [-0.275, -4.691, 1.303], [3.397, -5.342, -1.820], [2.300, -1.316, -3.356], [3.589, -4.129, 1.889], [4.050, -3.696, -5.941], [2.544, 2.790, 5.744], [-1.600, 6.796, 5.110], [3.547, -2.657, 2.122], [-1.310, -2.999, -3.142], [-0.164, -6.091, 0.767], [-3.530, -4.207, -3.039], [3.640, -2.020, -3.418], [-1.575, -1.456, -3.127], [-0.065, 5.794, 0.729], [0.313, 2.248, 2.234], [-3.370, -4.193, -1.517], [-0.359, 3.209, 3.184], [-4.373, 3.115, -0.537], [3.174, -4.048, -4.737], [-2.558, 7.961, 5.106], [-0.183, 7.171, 0.220], [-3.638, 4.387, -0.181], [-0.282, 7.424, -1.261], [-2.528, -3.713, -5.198], [-1.867, 1.111, 1.956], [3.206, -1.758, 0.941], [-0.791, -4.462, 2.698], [2.560, 1.644, 4.804], [0.210, 0.148, 1.011], [1.422, 0.653, 4.983], [-0.057, 0.540, -0.460], [2.809, -4.040, -2.357], [-4.332, -3.496, -3.271], [-3.826, -5.214, -3.337], [1.480, -0.187, 4.289], [-0.148, 7.150, 3.572], [-1.316, 3.609, 2.856], [-3.887, 2.426, -1.226], [2.594, -4.561, 1.949], [-1.817, -4.833, 2.750], [-1.998, -1.185, -4.093], [0.346, -0.180, -1.170], [3.339, -6.029, -2.668], [1.770, -1.511, -2.421], [2.677, 2.488, 6.782], [1.285, 0.272, 1.151], [-0.190, -4.957, 3.462], [4.231, -1.674, -4.269], [2.698, -5.723, -1.075], [3.669, -2.125, 0.024], [2.128, -3.730, -4.891], [0.144, 8.081, 5.081], [2.128, -1.869, 0.793], [0.470, 6.363, 5.082], [4.343, -4.636, 2.490], [-0.424, -3.840, -5.846], [-1.240, -3.280, -2.089], [-4.655, 5.879, -1.310], [0.605, 5.091, 0.231], [5.063, -3.932, -5.603], [-3.625, -0.116, 1.924], [1.504, 0.113, 5.931], [0.297, 4.087, 3.215], [-0.001, -0.901, 1.220], [-2.721, -4.692, -5.652], [3.432, -0.708, 1.099], [-2.553, 8.342, 6.129], [-0.363, 2.897, 4.228], [1.692, -1.649, -4.196], [-1.078, -2.161, -5.786], [-2.129, -0.947, 2.507], [0.235, 8.322, -1.590], [-1.125, 0.675, -0.666], [-3.368, -3.205, -1.055], [3.098, -5.137, -4.687], [-0.094, -6.882, 1.512], [-3.479, 5.006, -2.269], [3.408, 3.421, 5.506], [0.395, 2.787, 1.276], [-3.429, -3.127, -5.431], [-4.502, 2.547, 0.388], [-1.509, -3.279, -7.049], [-1.022, 5.284, 0.545], [-2.221, 1.529, 2.898], [-2.139, 1.746, 1.097], [-2.293, 8.675, 4.331], [0.294, 1.547, -0.704], [0.437, 1.110, 4.943], [-2.875, 6.156, -1.066], [4.075, -2.618, -6.089], [1.729, 3.510, 5.644], [-1.352, 7.636, -1.381], [4.084, -4.194, 0.912], [-0.565, -1.046, -3.038], [2.511, -0.246, -3.305], [-2.140, -1.030, -2.301], [-0.082, 6.611, -1.958], [-2.368, -0.696, 0.839], [0.079, 5.788, 1.804], [-0.330, -3.282, -3.524], [3.732, -4.289, -6.792], [-0.963, -6.313, 0.058], [1.302, 1.915, 2.547], [4.423, -5.190, -1.497], [-0.800, -3.399, 2.932], [-5.370, 3.406, -0.870], [4.293, -1.714, -2.595], [-4.212, -4.698, -1.034], [2.702, -3.346, -1.522], [1.782, -4.231, -2.699], [-2.521, -4.750, -1.115], [0.747, -6.161, 0.168], [-3.570, 7.591, 4.934]]}

=====

{"formula": "C7H14", "method": "the ωB97M-V functional and the def2-TZVPD basis", "smiles": "CC(C)(C)C1CC1", "orbital_gap_ev": 9.7, "relative_energy_kcal_mol": 68.7, "e_tot_ev": -7483.3165, "charge": 0, "max_force_ev_per_a": 4.33, "elements": ["C", "C", "C", "C", "C", "C", "C", "H", "H", "H", "H", "H", "H", "H", "H", "H", "H", "H", "H", "H", "H"], "coordinates": [[-1.209, -0.636, 1.264], [-0.542, 1.669, 0.520], [1.630, -1.319, -0.640], [0.893, -0.320, 0.198], [2.037, 0.130, -0.690], [-0.516, 0.168, 0.170], [-1.165, -0.055, -1.187], [-2.183, 0.345, -1.175], [1.889, 0.741, -1.602], [-1.579, 2.007, 0.639], [-0.016, 1.877, 1.462], [-0.075, 2.276, -0.266], [-0.725, -0.459, 2.235], [2.303, -2.044, -0.185], [1.237, -0.302, 1.285], [1.011, -1.760, -1.426], [-1.217, -1.123, -1.423], [-2.262, -0.364, 1.347], [-0.608, 0.449, -1.986], [2.221, 0.427, 0.415], [-1.124, -1.707, 1.045]]}

=====

{"formula": "C16H32Cl16", "method": "the ωB97M-V functional and the def2-TZVPD basis", "smiles": "ClCCCl.ClCCCl.ClCCCl.ClCCCl.ClCCCl.ClCCCl.ClCCCl.ClCCCl", "orbital_gap_ev": 10.4, "relative_energy_kcal_mol": 57.3, "e_tot_ev": -217469.7986, "charge": 0, "max_force_ev_per_a": 2.92, "elements": ["Cl", "Cl", "Cl", "Cl", "Cl", "Cl", "Cl", "Cl", "Cl", "Cl", "Cl", "Cl", "Cl", "Cl", "Cl", "Cl", "C", "C", "C", "C", "C", "C", "C", "C", "C", "C", "C", "C", "C", "C", "C", "C", "H", "H", "H", "H", "H", "H", "H", "H", "H", "H", "H", "H", "H", "H", "H", "H", "H", "H", "H", "H", "H", "H", "H", "H", "H", "H", "H", "H", "H", "H", "H", "H"], "coordinates": [[3.020, -5.278, 4.147], [1.850, -1.109, 2.049], [-2.722, 4.208, 0.650], [-0.747, -2.052, -3.101], [-3.523, -0.676, -2.386], [-4.439, -4.287, 2.118], [2.630, -1.977, -0.879], [1.485, 5.098, 0.941], [6.338, -0.088, -3.228], [0.669, 2.720, -1.126], [-2.508, 0.732, 0.871], [5.134, -5.241, 1.612], [-0.041, 4.522, 5.114], [-1.880, -4.123, -0.426], [1.602, 1.986, 3.782], [2.498, 0.725, -3.615], [-3.570, 1.875, 0.144], [-4.354, -3.201, 0.732], [4.032, 1.511, -2.897], [1.875, 5.222, -0.815], [-0.666, 3.468, 3.866], [1.454, -0.626, -0.599], [-2.167, -2.055, -4.143], [-3.910, 2.972, 1.192], [4.958, 0.413, -2.260], [0.750, -0.898, 0.725], [-3.441, -2.192, -3.396], [-2.840, -2.830, 0.429], [-0.215, 2.105, 4.030], [1.005, 4.267, -1.752], [3.537, -4.440, 1.531], [2.498, -5.103, 2.492], [-0.735, 1.519, 3.271], [3.265, -4.611, 0.490], [1.538, -4.586, 2.496], [0.814, -0.519, -1.475], [-3.756, 2.735, 2.245], [1.773, 6.267, -1.111], [-4.919, 3.337, 0.999], [3.680, 2.147, -2.085], [-2.120, -1.096, -4.659], [-3.470, -3.133, -2.847], [0.110, -0.124, 1.150], [4.393, -0.491, -2.033], [-4.920, -3.324, -0.192], [1.566, 4.157, -2.681], [5.313, 0.671, -1.262], [0.187, -1.831, 0.681], [-0.373, 3.967, 2.942], [-1.966, -2.892, -4.812], [-3.186, 2.216, -0.817], [-2.827, -1.915, -0.162], [-1.751, 3.499, 3.966], [-4.422, 1.215, -0.016], [3.682, -3.376, 1.722], [4.454, 2.196, -3.632], [2.215, -6.119, 2.219], [-4.779, -2.249, 1.050], [0.033, 4.623, -2.096], [2.121, 0.236, -0.603], [-0.480, 1.776, 5.035], [2.917, 4.936, -0.955], [-2.328, -2.690, 1.381], [-4.341, -2.192, -4.011]]}